A:
C3H8N2O | ωB97M-V with the def2-TZVPD basis set

Frontier orbital gap ... 7.58 eV
Lowest unoccupied orbital energy ... 0.68 eV

Last columns: bonded neighbours and bond lengths (Å).
Geometry (Å):
1 C -1.047 -0.487 1.145  N2 1.518, H7 1.100, H8 1.098
2 N -0.467 -0.195 -0.227  C1 1.518, C3 1.489, C4 1.532, H9 1.020
3 C -1.020 1.080 -0.762  N2 1.489, H10 1.090, H11 1.088, H12 1.092
4 C 1.028 -0.237 -0.560  N2 1.532, O5 1.209, N6 1.334
5 O 1.413 0.088 -1.659  C4 1.209
6 N 1.754 -0.697 0.460  C4 1.334, H13 1.008, H14 1.013
7 H -0.554 -1.409 1.487  C1 1.100
8 H -0.762 0.356 1.787  C1 1.098
9 H -0.862 -0.942 -0.798  N2 1.020
10 H -0.695 1.236 -1.792  C3 1.090
11 H -2.101 1.014 -0.668  C3 1.088
12 H -0.651 1.892 -0.132  C3 1.092
13 H 2.751 -0.786 0.341  N6 1.008
14 H 1.298 -0.866 1.348  N6 1.013

=====

B:
C3H8N2O | ωB97M-V with the def2-TZVPD basis set

SMILES ... NCNCC=O
Frontier orbital gap ... 10.44 eV
Lowest unoccupied orbital energy ... 1.00 eV

Last columns: bonded neighbours and bond lengths (Å).
Geometry (Å):
1 O -2.148 2.103 -0.395  C2 1.199
2 C -1.505 1.116 -0.619  O1 1.199, C3 1.512, H7 1.108
3 C -0.724 0.349 0.424  C2 1.512, N4 1.452, H8 1.097, H9 1.086
4 N 0.564 -0.113 -0.059  C3 1.452, C5 1.450, H10 1.015
5 C 0.981 -1.390 0.489  N4 1.450, N6 1.459, H11 1.102, H12 1.095
6 N 2.368 -1.584 0.081  C5 1.459, H13 1.018, H14 1.012
7 H -1.457 0.625 -1.612  C2 1.108
8 H -1.368 -0.525 0.583  C3 1.097
9 H -0.729 0.894 1.363  C3 1.086
10 H 1.272 0.561 0.215  N4 1.015
11 H 0.928 -1.364 1.590  C5 1.102
12 H 0.307 -2.196 0.181  C5 1.095
13 H 2.403 -1.260 -0.884  N6 1.018
14 H 2.625 -2.563 0.085  N6 1.012

=====

B is the most stable structure shown above.